Arrangement w

CH4N2P2 | ωB97M-V/def2-TZVPD

Structure (ORCA input):
```
! wB97M-V def2-TZVPD RIJCOSX def2/J DEFGRID3
* xyz 0 1
C -0.200 0.054 -0.112
N -0.593 0.829 0.925
N 0.815 -0.867 -0.183
P -0.415 1.813 -0.465
P -0.699 -1.689 -0.433
H -0.082 1.049 1.756
H 1.202 -1.307 -2.242
H 0.930 1.906 -0.138
H -0.958 -1.787 0.892
*
```

Summary:
* E_LUMO (spin up / spin down): -1.39 / -0.42 eV

---

Arrangement x

CH4N2P2 | ωB97M-V/def2-TZVPD

Structure (ORCA input):
```
! wB97M-V def2-TZVPD RIJCOSX def2/J DEFGRID3
* xyz 0 1
C -1.026 -0.289 -0.489
N -1.843 0.661 -0.454
N 1.530 0.258 0.286
P -0.830 -1.855 0.306
P 0.725 -0.794 -0.885
H -1.506 1.685 -0.581
H 2.500 0.378 0.053
H 0.975 1.159 0.232
H -0.525 -1.204 1.531
*
```

Summary:
* SMILES string: [H]/N=C1/[PH]#P1N
* E_LUMO: 0.25 eV

---

Which one sits at the bottom of the stability order? arrangement w does.

---

Arrangement w

C18H26GePdS4Sb | ωB97M-V/def2-TZVPD

Structure (ORCA input):
```
! wB97M-V def2-TZVPD RIJCOSX def2/J DEFGRID3
* xyz -1 1
Pd 0.072 -1.319 1.003
S -4.095 -2.904 1.425
Sb -2.019 -2.915 2.275
S -1.493 -0.009 2.319
S -0.367 -3.580 0.756
S -1.460 -3.338 4.395
C -0.003 3.866 1.251
C 0.784 3.711 -0.045
C 0.164 2.717 -1.026
C 0.086 1.289 -0.452
Ge -1.698 0.821 0.263
C -2.575 -0.354 -1.033
C -3.270 0.354 -2.206
C -4.777 0.511 -2.008
C -5.183 1.363 -0.812
H 0.466 4.598 1.910
H -0.068 2.924 1.800
H -1.025 4.194 1.051
H 1.801 3.378 0.187
H 0.879 4.686 -0.534
H 0.756 2.713 -1.945
H -0.834 3.075 -1.304
H 0.848 1.174 0.329
H 0.321 0.541 -1.212
H -2.546 2.118 0.379
H -3.274 -1.003 -0.501
H -1.782 -1.017 -1.394
H -3.118 -0.230 -3.119
H -2.823 1.337 -2.402
H -5.204 -0.490 -1.889
H -5.214 0.931 -2.920
H -4.875 0.902 0.128
H -6.266 1.490 -0.777
H -4.727 2.354 -0.858
C 5.342 -1.889 2.155
C 4.120 -1.849 2.863
C 2.930 -1.867 2.192
C 2.891 -1.924 0.776
C 1.669 -1.926 0.035
C 1.692 -2.084 -1.323
C 2.922 -2.162 -2.022
C 4.104 -2.105 -1.346
C 4.117 -1.992 0.069
C 5.336 -1.965 0.791
H 6.279 -1.871 2.696
H 4.126 -1.814 3.944
H 1.998 -1.863 2.746
H 0.760 -2.137 -1.873
H 2.916 -2.267 -3.100
H 5.047 -2.161 -1.876
H 6.267 -2.012 0.238
*
```

Summary:
* E_LUMO: 2.00 eV

---

Arrangement x

C18H26GePdS4Sb | ωB97M-V/def2-TZVPD

Structure (ORCA input):
```
! wB97M-V def2-TZVPD RIJCOSX def2/J DEFGRID3
* xyz -1 1
Pd 0.510 -2.106 0.531
S 1.556 -4.218 1.687
Sb 1.314 -4.594 -0.555
S 2.162 -2.503 -1.263
S -0.861 -3.511 -0.651
S 1.680 -6.386 -1.844
C -0.214 1.765 -4.731
C -1.266 1.738 -3.631
C -1.777 0.334 -3.314
C -0.762 -0.570 -2.617
Ge -0.641 -0.284 -0.644
C 0.152 1.448 -0.058
C 1.637 1.679 -0.287
C 2.100 1.539 -1.730
C 3.602 1.738 -1.873
H 0.137 2.780 -4.924
H -0.620 1.367 -5.664
H 0.655 1.162 -4.469
H -2.111 2.365 -3.930
H -0.857 2.196 -2.727
H -2.088 -0.133 -4.257
H -2.688 0.405 -2.711
H 0.223 -0.509 -3.079
H -1.060 -1.615 -2.719
H -2.101 -0.273 -0.139
H -0.076 1.531 1.007
H -0.433 2.227 -0.559
H 2.217 0.989 0.331
H 1.900 2.684 0.067
H 1.567 2.258 -2.361
H 1.833 0.547 -2.104
H 3.913 2.700 -1.457
H 3.915 1.708 -2.918
H 4.146 0.956 -1.341
C -3.280 -0.859 4.663
C -3.266 -1.630 3.482
C -2.138 -1.691 2.716
C -0.965 -0.984 3.090
C 0.202 -1.033 2.289
C 1.331 -0.368 2.700
C 1.325 0.393 3.888
C 0.197 0.476 4.658
C -0.978 -0.216 4.282
C -2.165 -0.172 5.053
H -4.180 -0.815 5.263
H -4.153 -2.176 3.187
H -2.100 -2.286 1.811
H 2.256 -0.439 2.135
H 2.230 0.909 4.186
H 0.188 1.059 5.572
H -2.169 0.419 5.963
*
```

Summary:
* E_LUMO (spin up / spin down): 0.74 / 0.63 eV

---

Which one sits at the bottom of the stability order? arrangement x does.

---

Arrangement w

C3H7ClNO2S | ωB97M-V/def2-TZVPD

Structure (ORCA input):
```
! wB97M-V def2-TZVPD RIJCOSX def2/J DEFGRID3
* xyz -1 1
C 3.678 0.468 -0.805
C -0.513 0.361 -0.938
C -0.264 -0.747 1.220
N 0.075 -0.708 -0.161
O 1.728 2.196 -0.226
O 2.608 0.928 1.641
S 2.254 0.880 0.229
Cl 4.062 -1.128 -0.327
H 3.304 0.370 -1.809
H -0.182 1.397 -0.708
H -0.612 0.161 -2.054
H -1.503 0.511 -0.570
H -1.023 -1.596 1.273
H 0.660 -1.104 1.854
H -0.805 0.263 1.433
*
```

Summary:
* E_LUMO (spin up / spin down): 3.74 / 3.37 eV

---

Arrangement x

C3H7ClNO2S | ωB97M-V/def2-TZVPD

Structure (ORCA input):
```
! wB97M-V def2-TZVPD RIJCOSX def2/J DEFGRID3
* xyz -1 1
C -0.791 -0.135 -2.914
C 0.967 -1.104 0.849
C 0.266 1.140 1.638
N 0.882 0.322 0.748
O -1.422 -1.354 -0.510
O -2.025 0.998 -0.806
S -1.006 -0.087 -1.080
Cl -0.146 1.447 -3.323
H 0.055 -0.877 -3.003
H -0.051 -1.382 0.797
H 1.600 -1.384 0.012
H 1.409 -1.512 1.749
H -0.799 0.781 1.789
H 0.792 0.935 2.744
H 0.269 2.212 1.310
*
```

Summary:
* E_LUMO (spin up / spin down): 3.51 / 3.32 eV

---

Which one sits at the bottom of the stability order? arrangement x does.

---

Arrangement w

C6H16O2 | ωB97M-V/def2-TZVPD

Structure (ORCA input):
```
! wB97M-V def2-TZVPD RIJCOSX def2/J DEFGRID3
* xyz 0 1
C 0.324 -0.891 1.473
O 0.172 -2.187 1.874
C -0.846 -0.329 0.710
C -1.288 -1.023 -0.572
C -0.661 -0.342 -1.901
C 0.878 -0.266 -2.036
C 1.371 0.959 -1.276
H 0.600 -0.319 2.434
H 1.194 -0.906 0.753
H 0.158 -2.761 1.117
H -0.687 0.756 0.544
H -1.789 -0.397 1.397
H -2.357 -1.054 -0.596
H -1.065 -2.083 -0.652
H -0.971 0.728 -1.849
H -1.173 -0.798 -2.747
H 1.257 -1.077 -1.407
H 1.220 -0.344 -3.137
H 1.113 0.814 -0.204
H 2.506 1.192 -1.408
H 0.856 1.903 -1.642
H 0.404 2.866 0.770
H -0.724 2.909 1.895
O -0.072 3.428 1.418
*
```

Summary:
* SMILES string: CCCCCCO.O
* E_LUMO: 0.85 eV

---

Arrangement x

C6H16O2 | ωB97M-V/def2-TZVPD

Structure (ORCA input):
```
! wB97M-V def2-TZVPD RIJCOSX def2/J DEFGRID3
* xyz 0 1
C -0.771 1.695 2.105
C 0.496 1.442 1.198
C 0.389 1.975 -0.267
C -0.989 1.721 -0.975
C -1.758 0.018 -2.498
C -0.986 0.367 -1.469
H -0.400 1.795 3.190
H -1.645 0.972 2.020
H -1.258 2.658 1.733
H 1.350 1.944 1.579
H 0.675 0.347 1.085
H 1.189 1.638 -0.963
H 0.544 3.052 -0.201
H -1.148 2.290 -2.031
H -1.692 2.001 -0.183
H -2.517 0.626 -2.887
H -1.885 -0.807 -3.127
H -0.403 -0.477 -0.890
H -1.315 -3.456 -0.365
H -2.309 -4.371 0.331
O -1.439 -3.899 0.481
H 5.658 -4.273 1.270
H 5.041 -3.730 -0.031
O 5.174 -3.528 0.896
*
```

Summary:
* SMILES string: C=CCCCC.O.O
* E_LUMO: 0.78 eV

---

Arrangement y

C6H16O2 | ωB97M-V/def2-TZVPD

Structure (ORCA input):
```
! wB97M-V def2-TZVPD RIJCOSX def2/J DEFGRID3
* xyz 0 1
C 1.310 0.198 -2.484
C 1.007 0.160 -0.998
C -0.485 0.211 -0.603
C -1.377 1.027 -1.218
C -2.811 1.384 -0.913
C -0.722 -0.839 0.454
H 1.383 -0.713 -3.069
H 0.621 0.879 -3.043
H 2.250 0.615 -2.671
H 1.430 1.044 -0.414
H 1.646 -0.616 -0.605
H -0.982 1.751 -1.952
H -3.070 2.303 -1.405
H -3.015 1.380 0.278
H -3.623 0.672 -1.188
H -1.707 -0.873 0.800
H -0.679 -1.832 -0.034
H -0.098 -0.662 1.267
H 0.021 0.280 4.917
H -1.224 -0.017 4.036
O -0.884 0.542 4.816
H 3.813 -1.697 0.857
H 3.778 -3.025 1.649
O 3.418 -2.169 1.523
*
```

Summary:
* SMILES string: C/C=C(\C)CC.O.O
* E_LUMO: 0.64 eV

---

Arrangement z

C6H16O2 | ωB97M-V/def2-TZVPD

Structure (ORCA input):
```
! wB97M-V def2-TZVPD RIJCOSX def2/J DEFGRID3
* xyz 0 1
C -1.462 1.042 -2.720
C -1.805 -0.130 -1.811
C -0.553 -0.776 -1.257
C -0.206 -0.090 0.035
C 0.813 0.768 0.129
C -1.042 -0.489 1.247
H -0.586 1.701 -2.467
H -2.357 1.690 -2.819
H -1.166 0.688 -3.728
H -2.385 0.346 -1.017
H -2.295 -0.953 -2.470
H -0.727 -1.857 -0.943
H 0.349 -0.717 -1.917
H 1.289 1.188 0.984
H 1.353 1.011 -0.786
H -0.817 -1.535 1.490
H -0.869 -0.006 2.223
H -2.095 -0.349 1.060
H 3.125 0.748 1.221
H 3.375 0.448 2.729
O 3.754 0.378 1.844
H 1.411 -0.961 2.218
H 1.698 -1.409 3.620
O 1.199 -0.735 3.134
*
```

Summary:
* SMILES string: C=C(C)CCC.O.O
* E_LUMO: 0.71 eV

---

Which one sits at the bottom of the stability order? arrangement x does.

---

Arrangement w

ClH2NO | ωB97M-V/def2-TZVPD

Structure (ORCA input):
```
! wB97M-V def2-TZVPD RIJCOSX def2/J DEFGRID3
* xyz 0 1
N 1.131 -0.204 0.099
O -2.475 0.172 0.658
Cl -1.237 -0.435 0.040
H 1.231 0.857 0.017
H 1.350 -0.390 -0.814
*
```

Summary:
* E_LUMO (spin up / spin down): -2.97 / -2.96 eV

---

Arrangement x

ClH2NO | ωB97M-V/def2-TZVPD

Structure (ORCA input):
```
! wB97M-V def2-TZVPD RIJCOSX def2/J DEFGRID3
* xyz 0 1
N 0.765 0.775 0.101
O -1.097 0.127 -0.652
Cl -1.463 -1.360 -0.137
H 0.591 0.500 1.100
H 1.205 -0.042 -0.412
*
```

Summary:
* E_LUMO (spin up / spin down): -2.27 / -2.27 eV

---

Which one sits at the bottom of the stability order? arrangement w does.